ORCA calculation (the ωB97M-V functional and the def2-TZVPD basis) on a cluster of 11 separate species, C59H136N7O16 in total.

The multiplicity is 1. Its total charge is +3. The HOMO energy comes out at -0.369 Eh. Its gap between HOMO and LUMO is 4.992 eV.

Structure (XYZ):
```
218
Properties=species:S:1:pos:R:3:forces:R:3
C 20.620 30.212 19.199 0.627 -0.951 0.341
O 19.313 30.098 18.630 0.158 -0.686 0.324
C 18.882 31.355 18.329 0.298 1.516 -1.350
C 17.797 31.351 17.292 -1.061 -1.689 0.097
N 16.590 30.457 17.684 0.030 0.882 -0.280
H 15.937 30.615 16.908 -0.074 -0.459 0.280
H 16.839 29.456 17.711 0.133 0.323 -0.052
C 15.928 30.775 18.982 1.306 -0.076 0.404
C 14.873 29.725 19.241 0.254 1.949 -0.568
O 15.480 28.488 19.147 -0.053 0.166 0.180
C 14.615 27.490 19.615 1.344 -2.943 -0.007
H 20.631 30.951 20.003 -0.091 -0.054 -0.091
H 21.399 30.462 18.470 -0.389 0.200 -0.289
H 20.892 29.234 19.600 -0.167 0.128 0.054
H 19.698 31.873 17.802 -0.062 0.381 0.137
H 18.637 31.980 19.192 -0.138 -0.117 0.232
H 18.073 30.819 16.381 0.615 0.543 -0.081
H 17.387 32.332 17.076 0.097 0.128 0.016
H 15.597 31.811 18.981 -0.401 -0.080 -0.199
H 16.739 30.721 19.710 -0.102 -0.159 0.139
H 14.163 29.904 18.419 -0.644 -0.500 0.423
H 14.454 29.948 20.222 -0.389 -0.238 0.006
H 14.805 27.174 20.651 -0.599 1.239 0.395
H 15.014 26.547 19.203 -0.446 0.270 -0.708
H 13.581 27.598 19.318 -0.206 0.258 0.168
C 24.029 22.043 22.061 0.220 1.701 -0.185
O 22.738 21.495 22.316 0.771 0.086 0.155
C 22.571 20.189 21.950 -0.601 -1.543 0.618
C 22.426 19.841 20.493 -0.587 0.027 -0.478
N 21.058 20.160 20.046 -1.771 1.505 -0.275
H 20.362 20.281 20.818 -0.105 -0.847 0.171
H 20.903 21.137 19.713 1.314 0.729 -0.704
C 20.442 19.226 19.066 0.362 -1.305 1.420
C 21.269 18.947 17.847 0.430 1.116 -1.147
O 21.320 20.143 17.068 -0.355 -0.283 0.409
C 21.978 20.031 15.829 0.023 0.609 -0.265
H 24.187 22.835 22.801 -0.059 -0.166 0.012
H 24.039 22.594 21.111 -0.065 -0.336 -0.041
H 24.909 21.390 22.100 -0.528 -0.561 0.087
H 21.620 19.843 22.379 -0.048 0.256 0.226
H 23.279 19.489 22.415 0.531 0.321 -0.146
H 22.456 18.757 20.400 0.521 -0.078 0.052
H 23.105 20.322 19.797 0.328 0.014 0.089
H 19.423 19.574 18.957 -0.017 -0.020 -0.474
H 20.364 18.292 19.635 -0.277 -0.036 -0.237
H 20.860 18.153 17.207 -0.193 -0.121 0.458
H 22.302 18.665 18.094 -0.164 -0.186 0.210
H 21.668 20.925 15.286 0.065 -0.115 -0.243
H 21.681 19.144 15.259 0.020 -0.055 0.131
H 23.067 20.095 15.911 -0.007 -0.303 0.178
C 19.084 26.808 18.982 0.523 -0.414 -0.577
O 19.277 25.802 19.933 0.064 -0.637 -0.118
C 18.380 25.851 21.002 0.119 1.147 -0.166
C 18.764 24.824 22.025 1.059 -0.984 1.236
N 20.281 24.711 22.066 -1.435 0.193 -1.107
H 20.526 24.527 21.057 0.867 0.833 0.678
H 20.563 25.664 22.417 0.942 -0.396 -0.810
C 20.860 23.586 22.848 -0.988 0.695 -0.952
C 20.163 23.352 24.152 1.388 -1.923 0.921
O 20.022 24.416 25.029 -1.453 0.444 -0.264
C 21.194 25.031 25.446 1.192 0.166 0.667
H 20.040 26.993 18.485 0.073 -0.093 0.198
H 18.768 27.753 19.434 -0.319 -0.084 -0.083
H 18.420 26.407 18.198 -0.357 0.569 0.159
H 17.341 25.701 20.657 0.039 0.043 0.199
H 18.506 26.859 21.425 -0.435 -0.074 0.282
H 18.303 23.848 21.856 0.307 -0.085 -0.209
H 18.556 25.114 23.057 -0.639 0.277 -0.223
H 21.922 23.787 22.899 0.147 0.155 0.259
H 20.694 22.724 22.213 0.153 -0.298 0.066
H 20.818 22.571 24.614 -0.098 0.252 0.088
H 19.227 22.798 24.085 -0.361 0.591 -0.365
H 21.757 24.338 26.107 0.090 -0.050 -0.220
H 20.909 25.865 26.081 -0.100 0.198 -0.106
H 21.878 25.403 24.667 -0.151 -0.147 -0.054
C 28.340 15.743 27.582 0.971 -0.364 -0.064
O 27.240 15.676 28.487 -0.861 -0.367 -1.014
C 27.352 16.324 29.697 2.137 -0.702 0.872
C 26.666 17.632 29.664 -0.601 1.244 0.864
N 25.202 17.381 29.463 -0.145 -0.641 -0.417
H 25.116 16.863 28.572 -0.012 0.056 0.323
H 24.901 16.730 30.199 0.021 0.094 -0.213
C 24.310 18.572 29.466 0.009 0.074 -1.237
C 24.508 19.398 28.187 0.391 0.108 0.571
O 23.609 20.460 28.288 -0.154 -0.261 0.805
C 23.622 21.222 27.127 -0.453 0.955 -1.551
H 28.807 14.754 27.518 -0.017 0.117 0.207
H 29.097 16.460 27.918 -0.142 -0.054 0.034
H 28.076 15.995 26.553 -0.592 0.196 0.272
H 28.409 16.431 29.998 -0.104 0.496 -0.335
H 27.041 15.674 30.529 -0.752 0.048 -0.285
H 27.000 18.324 28.897 0.113 -0.307 -0.325
H 26.746 18.186 30.603 0.073 -0.204 0.109
H 24.532 19.121 30.373 -0.330 0.177 0.083
H 23.283 18.225 29.361 -0.034 -0.054 0.768
H 24.283 18.764 27.313 0.096 0.078 0.025
H 25.535 19.786 28.099 -0.101 -0.135 -0.112
H 22.925 22.063 27.127 -0.126 -0.130 0.793
H 23.258 20.637 26.275 0.466 -0.159 -0.135
H 24.598 21.676 26.931 0.181 -0.305 -0.132
C 25.908 26.013 34.802 1.257 0.088 0.945
C 26.171 25.835 33.314 0.743 -1.521 0.470
C 24.869 25.942 32.577 0.130 0.237 -0.545
N 24.967 26.031 31.069 0.415 0.721 0.461
C 25.926 25.039 30.494 -0.363 -1.340 -0.090
C 25.950 24.998 28.973 -0.182 0.614 0.159
C 24.541 24.839 28.441 -0.661 0.035 -0.693
C 23.545 25.836 29.009 0.378 0.399 0.639
C 23.584 25.862 30.532 -0.619 -0.411 -0.680
C 25.489 27.381 30.810 -0.483 1.082 -1.873
H 25.609 27.027 35.067 -0.409 -0.114 -0.097
H 26.841 25.867 35.363 0.058 0.150 -0.333
H 25.287 25.253 35.278 -0.559 0.198 -0.475
H 26.588 24.827 33.171 -0.338 -0.020 0.090
H 27.026 26.424 32.978 -0.526 0.718 -0.030
H 24.376 26.876 32.832 -0.328 -0.142 0.305
H 24.234 25.087 32.787 -0.076 -0.006 0.223
H 25.531 24.082 30.853 0.305 -0.085 0.086
H 26.913 25.206 30.912 -0.057 0.131 0.156
H 26.574 24.175 28.624 0.062 -0.030 0.242
H 26.429 25.907 28.595 -0.138 -0.078 -0.128
H 24.135 23.843 28.674 0.331 -0.019 -0.122
H 24.518 24.979 27.356 0.165 -0.353 0.044
H 22.532 25.554 28.718 0.010 0.177 -0.112
H 23.748 26.853 28.660 -0.144 -0.147 -0.284
H 23.186 24.929 30.936 0.252 -0.075 0.020
H 22.930 26.652 30.903 0.339 0.173 0.277
H 25.532 27.583 29.735 0.214 -0.432 0.064
H 26.494 27.487 31.188 -0.049 0.166 0.424
H 24.760 28.127 31.120 0.284 -0.019 0.712
C 20.025 23.279 15.663 0.692 0.182 -0.004
C 18.912 22.268 15.691 -0.374 -0.275 0.495
C 18.511 21.841 17.085 -0.647 0.078 0.797
N 17.197 21.082 17.137 -0.148 0.633 -0.067
C 16.050 21.884 16.593 -0.118 -0.070 -0.435
C 15.871 23.203 17.292 0.164 0.340 1.629
C 15.640 22.984 18.815 -0.336 1.076 0.005
C 16.589 21.969 19.423 0.037 -0.122 0.529
C 16.792 20.756 18.557 0.240 -0.975 0.028
C 17.310 19.850 16.344 -0.759 -0.755 0.212
H 20.260 23.499 14.622 0.088 0.096 0.020
H 20.932 22.924 16.150 -0.069 -0.130 0.018
H 19.773 24.213 16.158 -0.210 0.093 0.082
H 19.234 21.358 15.183 -0.216 0.167 -0.476
H 18.048 22.740 15.219 0.024 -0.332 -0.356
H 18.331 22.666 17.768 0.611 0.151 -0.083
H 19.208 21.142 17.529 0.425 0.268 0.042
H 16.198 21.983 15.522 -0.054 0.093 -0.066
H 15.183 21.246 16.759 -0.161 0.075 -0.152
H 16.741 23.861 17.232 -0.030 -0.084 -0.626
H 14.995 23.733 16.927 0.099 -0.033 -0.453
H 15.841 23.911 19.370 0.042 0.132 -0.391
H 14.560 22.886 18.975 0.199 -0.921 0.127
H 17.529 22.459 19.691 0.109 -0.205 -0.315
H 16.266 21.605 20.402 -0.201 -0.009 -0.177
H 17.496 20.020 18.953 0.168 0.398 0.213
H 15.862 20.187 18.456 -0.045 0.195 -0.033
H 16.486 19.208 16.660 -0.007 -0.071 -0.249
H 18.229 19.310 16.549 0.220 0.241 0.022
H 17.193 20.086 15.294 0.220 -0.061 -0.131
C 16.339 29.147 22.730 -0.933 -0.018 -1.563
C 16.622 29.637 24.125 -0.541 -0.188 0.095
C 16.838 28.350 24.915 1.104 0.901 -0.971
N 17.431 28.458 26.289 -1.421 0.808 0.049
C 18.526 29.446 26.300 1.664 -0.314 -0.936
C 19.466 29.419 27.498 -0.746 -0.032 0.285
C 20.043 28.037 27.674 0.555 -0.781 -0.571
C 18.904 27.040 27.722 -1.222 -0.119 1.491
C 17.929 27.092 26.588 0.988 -1.063 -0.828
C 16.416 28.917 27.259 -1.136 -0.057 0.860
H 17.127 28.590 22.220 0.261 -0.175 0.542
H 16.097 29.928 21.999 0.046 0.339 0.455
H 15.434 28.528 22.737 0.165 -0.160 -0.007
H 15.735 30.179 24.460 0.219 0.261 0.192
H 17.496 30.273 24.107 0.123 0.134 0.171
H 17.632 27.876 24.326 -0.253 -0.539 0.198
H 15.910 27.789 24.954 0.107 -0.319 0.192
H 19.128 29.149 25.436 0.257 0.006 -0.167
H 18.189 30.453 26.084 -0.558 -0.056 0.275
H 20.154 30.204 27.188 0.456 -0.077 0.695
H 18.967 29.641 28.444 -0.054 0.679 -0.155
H 20.734 27.836 26.849 -0.184 -0.201 -0.103
H 20.603 27.825 28.586 0.138 0.764 0.124
H 19.234 26.018 27.906 0.134 -0.095 -0.540
H 18.265 27.213 28.608 0.572 0.280 0.243
H 18.461 26.736 25.699 -0.156 0.218 -0.171
H 17.062 26.449 26.727 -0.050 0.039 0.150
H 16.779 28.723 28.264 -0.031 0.075 0.029
H 15.441 28.436 27.143 0.389 -0.548 -0.177
H 16.156 29.973 27.180 0.653 0.078 -0.302
C 25.556 24.895 24.645 0.250 -0.144 0.000
C 24.905 25.581 23.429 -2.198 0.131 -0.051
O 23.649 25.808 23.511 0.559 -0.551 0.774
O 25.615 25.854 22.477 1.239 0.066 -0.605
H 25.855 25.697 25.330 0.086 -0.207 0.082
H 26.434 24.333 24.312 0.054 0.171 0.178
H 24.862 24.209 25.142 -0.105 0.114 0.059
C 22.949 23.351 17.805 -0.501 0.269 -0.098
C 22.024 23.799 18.956 -0.234 -2.210 0.605
O 21.138 22.929 19.360 -0.244 -0.021 -0.344
O 22.285 24.817 19.560 -0.147 1.152 0.023
H 22.812 22.304 17.533 0.139 -0.135 0.405
H 23.944 23.585 18.181 0.161 -0.154 -0.449
H 22.751 23.885 16.870 0.220 0.388 0.296
C 16.833 19.697 22.910 0.349 0.037 -0.091
C 17.840 19.574 21.761 -0.276 0.476 -0.219
O 18.412 20.654 21.397 0.683 0.081 0.000
O 18.001 18.465 21.237 0.209 -0.267 -0.169
H 15.957 19.089 22.699 0.005 -0.102 0.151
H 16.553 20.734 23.083 -0.021 0.035 -0.038
H 17.337 19.333 23.808 -0.211 -0.115 0.052
C 20.741 29.499 22.297 0.657 0.536 0.903
C 20.754 28.011 22.633 -0.952 0.680 1.033
O 21.394 27.327 21.858 -0.149 -1.322 -0.322
O 20.071 27.631 23.679 0.154 0.291 -0.970
H 21.067 30.047 23.186 -0.316 0.130 0.073
H 19.758 29.844 21.997 -0.371 0.089 0.006
H 21.467 29.752 21.528 -0.071 -0.311 0.106
```
Forces are in eV/Å.

Results of the Mulliken charge analysis, in e, for atoms 1 through 99:
1 C -0.74
2 O -0.14
3 C -0.41
4 C -0.94
5 N -0.12
6 H 0.42
7 H 0.38
8 C -0.74
9 C -0.57
10 O -0.21
11 C -0.64
12 H 0.49
13 H 0.37
14 H -0.07
15 H 0.46
16 H 0.43
17 H 0.40
18 H 0.36
19 H 0.42
20 H 0.33
21 H 0.47
22 H 0.47
23 H 0.19
24 H 0.06
25 H 0.43
26 C -0.58
27 O 0.19
28 C -1.37
29 C -0.18
30 N 1.39
31 H -0.01
32 H -0.39
33 C 0.99
34 C -0.76
35 O 0.17
36 C -0.96
37 H -0.18
38 H 0.08
39 H 0.51
40 H 0.39
41 H 0.50
42 H 0.51
43 H 0.30
44 H -1.45
45 H 0.63
46 H 0.61
47 H 0.48
48 H 0.27
49 H 0.36
50 H 0.25
51 C -0.67
52 O 0.12
53 C 0.64
54 C -0.39
55 N 2.03
56 H -0.33
57 H -0.64
58 C 0.78
59 C -1.43
60 O -0.21
61 C 1.92
62 H 0.33
63 H -0.01
64 H 0.16
65 H 0.17
66 H -0.61
67 H 0.05
68 H 0.10
69 H 0.18
70 H -0.56
71 H 0.40
72 H 0.23
73 H -0.15
74 H -1.55
75 H -0.01
76 C -0.72
77 O -0.39
78 C -0.72
79 C -0.50
80 N -0.10
81 H 0.43
82 H 0.41
83 C -0.65
84 C -0.41
85 O -0.35
86 C -0.75
87 H 0.26
88 H 0.35
89 H 0.27
90 H 0.46
91 H 0.40
92 H 0.35
93 H 0.42
94 H 0.30
95 H 0.34
96 H 0.33
97 H 0.35
98 H 0.02
99 H 0.45